[1]
The following is a DFT calculation (wB97M-V/def2-TZVPD) of a 2-piece molecular cluster, C2H8N2 overall in a non-equilibrium geometry.

Last column: Löwdin charge in e.
Geometry (Å):
C  0.16351  0.71234  2.40828  -0.15
N  -0.67607  0.07763  3.10943  0.01
H  0.24283  1.78035  2.58320  0.06
H  0.73598  0.15315  1.66644  0.05
H  -0.57230  -0.92971  3.00232  0.03
C  -0.49458  0.03510  -1.89744  -0.19
N  0.81321  -0.63467  -2.03324  -0.08
H  -0.40994  0.96758  -2.46156  0.06
H  -0.70306  0.34825  -0.87663  0.05
H  -1.28721  -0.59454  -2.28637  0.07
H  0.72544  -1.63117  -1.87309  0.05
H  1.46219  -0.28430  -1.34134  0.04

- E: -5182.5748 eV
- LUMO energy: 0.870 eV
- HOMO level: -9.4 eV
- Structure (SMILES): C=N.CN
- Relative energy (zero: lowest compared OMol25 entry of this formula, charge and spin): 112.2 kJ/mol
- Spin multiplicity: 1


[2]
The following is a DFT calculation (wB97M-V/def2-TZVPD) of a 2-piece molecular cluster, C2H8N2O overall in a non-equilibrium geometry.

Last column: Löwdin charge in e.
Geometry (Å):
N  1.06490  2.11490  -0.08301  0.05
C  0.44296  0.89821  -0.18758  -0.23
C  0.87395  -0.21344  -0.77042  -0.24
N  0.27597  -1.49748  -0.64067  -0.01
H  1.72126  2.33878  -0.80141  0.08
H  0.86072  2.86576  0.52839  0.07
H  -0.44515  0.81179  0.43147  0.10
H  1.92323  -0.13610  -1.08298  0.10
H  0.90678  -2.21655  -0.32362  0.07
H  -0.39850  -1.78302  -1.33838  0.08
O  -2.24467  -1.04285  1.36383  -0.08
H  -1.48904  -1.30805  0.82392  -0.01
H  -2.02969  -0.26943  1.88836  0.02

- E: -7230.4485 eV
- LUMO energy: 1.042 eV
- HOMO level: -7.9 eV
- Structure (SMILES): N/C=C/N.O
- Relative energy (zero: lowest compared OMol25 entry of this formula, charge and spin): 181.3 kJ/mol
- Spin multiplicity: 1


[3]
The following is a DFT calculation (wB97M-V/def2-TZVPD) of a 2-piece molecular cluster, C2H8N2O overall in a non-equilibrium geometry.

Last column: Löwdin charge in e.
Geometry (Å):
H  -0.87298  -3.56734  3.01995  0.03
N  -1.02698  -2.93276  2.15390  0.00
C  -0.35125  -1.88917  2.71595  -0.38
N  0.06961  -1.02556  1.78796  0.05
H  -0.22122  -1.78268  3.81858  0.12
H  0.25638  -0.08068  1.97808  0.07
H  0.37720  -1.41922  0.88656  0.12
C  0.29319  2.91104  -3.47834  -0.18
O  0.73209  2.20665  -2.33210  -0.13
H  -0.06550  3.92817  -3.21023  0.09
H  -0.54386  2.44142  -3.98207  0.07
H  1.08199  2.99283  -4.19163  0.06
H  1.18124  1.41127  -2.68109  0.09

- E: -7229.7000 eV
- LUMO energy: 0.739 eV
- HOMO level: -8.9 eV
- Structure (SMILES): [H]/N=C/N.CO
- Relative energy (zero: lowest compared OMol25 entry of this formula, charge and spin): 253.5 kJ/mol
- Spin multiplicity: 1


[4]
The following is a DFT calculation (wB97M-V/def2-TZVPD) of a 2-piece molecular cluster, C2H8N2O overall in a non-equilibrium geometry.

Last column: Löwdin charge in e.
Geometry (Å):
C  -2.17164  -0.57633  0.03396  -0.17
O  -2.79307  0.45529  0.08011  -0.02
H  -1.80398  -0.87134  -0.95447  0.06
H  -1.92981  -1.24787  0.86303  0.08
N  0.65224  0.64378  1.10038  0.00
C  1.21365  -0.26344  0.14939  -0.34
N  0.57535  -0.09397  -1.21505  -0.01
H  1.18285  0.83882  1.92214  0.06
H  0.25916  1.49344  0.74188  0.07
H  2.25254  0.04725  -0.04588  0.10
H  1.15923  -1.32608  0.36338  0.10
H  0.07455  0.78314  -1.19406  0.05
H  1.32892  0.11731  -1.84480  0.05

- E: -7229.8160 eV
- LUMO energy: 1.027 eV
- HOMO level: -9.2 eV
- Structure (SMILES): C=O.NCN
- Relative energy (zero: lowest compared OMol25 entry of this formula, charge and spin): 242.4 kJ/mol
- Spin multiplicity: 1


[5]
The following is a DFT calculation (wB97M-V/def2-TZVPD) of a 2-piece molecular cluster, C2H8N2O overall in a non-equilibrium geometry.

Last column: Löwdin charge in e.
Geometry (Å):
C  0.49330  -0.85029  -2.13175  -0.15
N  0.69021  -0.13793  -0.87301  -0.05
C  0.47111  1.10345  -0.82103  -0.33
N  -0.19325  1.86175  -1.76567  0.08
H  1.36488  -0.65923  -2.75857  0.08
H  -0.42889  -0.55783  -2.63641  0.06
H  0.34147  -1.89371  -1.87402  0.06
H  0.94441  1.69848  -0.05166  0.11
H  -0.26047  1.46387  -2.68137  0.06
H  -0.58932  2.76725  -1.59741  0.08
O  -1.03191  -1.51982  4.81895  -0.06
H  -1.58395  -2.30717  4.86747  0.03
H  -0.69393  -1.53371  3.91560  0.03

- E: -7230.6782 eV
- LUMO energy: 0.904 eV
- HOMO level: -9.0 eV
- Structure (SMILES): C/N=C\N.O
- Relative energy (zero: lowest compared OMol25 entry of this formula, charge and spin): 159.2 kJ/mol
- Spin multiplicity: 1


[6]
The following is a DFT calculation (wB97M-V/def2-TZVPD) of a 2-piece molecular cluster, C2H8N2O2 overall in a non-equilibrium geometry.

Last column: Löwdin charge in e.
Geometry (Å):
C  -0.10101  1.99671  -1.29525  0.03
N  0.10199  1.50197  0.07059  -0.48
O  1.20918  1.13713  0.36852  0.06
O  -0.85784  1.50838  0.80215  0.05
H  -0.51790  1.17672  -1.88370  0.10
H  -0.81216  2.82185  -1.28124  0.10
H  0.85564  2.29513  -1.71770  0.10
C  0.46740  -1.86597  1.05092  -0.20
N  -0.47100  -1.41169  0.03347  -0.07
H  1.37227  -2.21301  0.55407  0.07
H  0.72709  -1.02076  1.68465  0.06
H  0.08050  -2.67465  1.68608  0.07
H  -1.31324  -1.06205  0.48329  0.06
H  -0.74091  -2.18977  -0.55586  0.06

- E: -9275.9175 eV
- LUMO energy: 0.633 eV
- HOMO level: -9.3 eV
- Structure (SMILES): C[N+](=O)[O-].CN
- Relative energy (zero: lowest compared OMol25 entry of this formula, charge and spin): 385.3 kJ/mol
- Spin multiplicity: 1


[7]
The following is a DFT calculation (wB97M-V/def2-TZVPD) of one molecule with the formula C2H8N2O2 in a non-equilibrium geometry.

Last column: Löwdin charge in e.
Geometry (Å):
C  -0.43469  -1.93189  -0.35591  -0.05
C  -0.44461  -0.39297  -0.55754  -0.49
O  -1.58712  0.10716  -1.21058  -0.03
N  -0.29692  0.37997  0.63445  0.03
O  1.15606  0.82497  0.83759  -0.20
N  1.29916  2.18029  0.60971  0.00
H  -0.65199  -2.18435  0.69240  0.06
H  -1.12085  -2.47857  -1.04804  0.08
H  0.65454  -2.39483  -0.45904  0.11
H  0.47504  -0.27933  -1.28066  0.16
H  -1.70919  0.99754  -0.90360  0.07
H  -0.47477  0.02596  1.56662  0.12
H  1.12051  2.60837  1.47221  0.06
H  2.01484  2.53768  0.00240  0.08

- E: -9274.5709 eV
- LUMO energy: 1.064 eV
- HOMO level: -9.3 eV
- Structure (SMILES): C[C@@H](O)NON
- Relative energy (zero: lowest compared OMol25 entry of this formula, charge and spin): 515.2 kJ/mol
- Spin multiplicity: 1


[8]
The following is a DFT calculation (wB97M-V/def2-TZVPD) of a 2-piece molecular cluster, C2H8N2O2 overall in a non-equilibrium geometry.

Last column: Löwdin charge in e.
Geometry (Å):
N  -0.42224  0.30885  -2.03524  0.14
C  0.65661  -0.30287  -1.35846  -0.63
O  1.42610  -1.01637  -1.96195  0.06
O  0.74745  -0.14028  0.00075  0.04
H  -0.79965  1.15004  -1.64482  0.08
H  -0.32459  0.21822  -3.04901  0.11
H  -0.10198  0.23524  0.33415  0.02
C  -0.58875  0.58443  2.95994  -0.14
N  -1.24451  0.27089  1.62793  -0.08
H  -0.84332  1.58821  3.21270  0.05
H  -0.96098  -0.07012  3.76694  0.07
H  0.50844  0.49107  2.92299  0.08
H  -2.20163  0.65001  1.62689  0.08
H  -1.40468  -0.75698  1.76211  0.10

- E: -9279.4106 eV
- LUMO energy: 0.641 eV
- HOMO level: -9.9 eV
- Structure (SMILES): NC(=O)O.CN
- Relative energy (zero: lowest compared OMol25 entry of this formula, charge and spin): 48.2 kJ/mol
- Spin multiplicity: 1